Here is a 2-piece molecular cluster, C28H64BN3O9P3S2 overall in a non-equilibrium geometry from the OMol25 dataset. Energies are from ωB97M-V/def2-TZVPD.

Geometry (Å):
C -2.666 -3.546 -2.335
C -1.537 -4.671 -2.315
B -0.039 -4.150 -2.574
O 0.973 -5.146 -2.779
N 0.427 -2.715 -2.623
P -0.242 -1.451 -3.715
S -1.277 -0.241 -2.565
C 1.419 -2.307 -1.843
N 2.040 -1.037 -1.751
C 2.852 -0.911 -0.517
C 2.703 0.434 0.341
C 1.183 0.929 0.441
C 1.029 2.502 0.287
C -0.493 2.976 0.371
C -1.169 2.509 1.767
C -2.326 1.497 1.384
C -2.820 0.554 2.566
C -1.679 0.078 3.571
C -2.041 -1.410 4.050
C -1.917 -1.612 5.620
C -0.443 -1.836 6.133
O 0.377 -0.663 5.908
C 1.671 -0.914 6.500
C 2.743 -2.303 0.286
C 4.147 -3.037 0.489
C 4.742 -2.953 1.970
C 4.244 -4.197 2.820
C 5.404 -4.928 3.639
O 6.466 -4.041 4.002
C 6.169 -3.311 5.197
P 1.404 -2.463 1.592
O -0.048 -1.955 0.885
O 1.155 -4.083 2.057
S 1.699 -1.447 3.219
N 2.142 -3.118 -0.850
H -2.704 -3.066 -3.363
H -3.660 -4.082 -2.214
H -2.564 -2.783 -1.510
H -1.652 -5.247 -1.340
H -1.796 -5.418 -3.131
H 0.734 -5.852 -2.144
H -1.026 -2.029 -4.757
H 0.908 -0.738 -4.190
H 1.521 -0.212 -2.066
H 3.909 -0.791 -0.926
H 3.122 0.213 1.374
H 3.369 1.243 -0.092
H 0.811 0.584 1.448
H 0.513 0.421 -0.327
H 1.678 3.085 1.020
H 1.454 2.758 -0.742
H -1.029 2.432 -0.471
H -0.570 4.083 0.194
H -0.330 2.064 2.367
H -1.565 3.459 2.239
H -3.223 2.138 1.090
H -2.104 0.851 0.489
H -3.699 0.974 3.152
H -3.227 -0.390 2.073
H -0.649 0.089 3.093
H -1.720 0.771 4.470
H -3.112 -1.684 3.779
H -1.383 -2.122 3.452
H -2.366 -0.718 6.146
H -2.555 -2.508 5.900
H 0.055 -2.763 5.695
H -0.495 -2.003 7.258
H 2.004 -1.988 6.391
H 2.449 -0.272 5.973
H 1.694 -0.612 7.587
H 4.887 -2.529 -0.212
H 4.127 -4.128 0.175
H 4.414 -2.003 2.477
H 5.864 -2.893 1.859
H 3.814 -4.989 2.122
H 3.388 -3.945 3.523
H 5.825 -5.805 3.057
H 4.926 -5.367 4.574
H 5.917 -3.996 6.070
H 5.378 -2.508 5.046
H 7.121 -2.770 5.494
H -0.450 -1.280 1.474
H 0.694 -3.974 2.918
H 2.902 -3.468 -1.450
O -3.386 4.844 -7.113
P -2.563 5.127 -5.855
O -2.925 3.726 -5.042
C -2.303 2.523 -5.472
C -0.856 2.460 -5.019
O -3.672 6.157 -5.179
C -4.498 6.989 -5.993
C -5.898 6.411 -6.063
O -1.466 5.556 -4.622
C -1.830 6.113 -3.359
C -2.647 5.194 -2.473
H -2.376 2.426 -6.560
H -2.862 1.696 -5.028
H -0.259 3.234 -5.511
H -0.418 1.487 -5.257
H -0.779 2.630 -3.944
H -4.069 7.128 -6.987
H -4.535 7.975 -5.521
H -5.887 5.376 -6.411
H -6.532 6.997 -6.731
H -6.354 6.399 -5.070
H -2.317 7.080 -3.492
H -0.885 6.323 -2.849
H -3.650 5.035 -2.869
H -2.751 5.629 -1.476
H -2.172 4.215 -2.380

The calculation puts the HOMO energy at -11.4 eV. The value obtained for the total energy is -103178.071 eV. As for the total charge: +1. As for the gap between HOMO and LUMO: 7.88 eV. The calculation puts the largest force on an atom at 0.1693 hartree/bohr.

***

Here is C19H24KNS2Sb2 as an isolated structure in a non-equilibrium geometry from the OMol25 dataset. Energies are from ωB97M-V/def2-TZVPD.

Geometry (Å):
K 1.681 -1.386 0.716
C -0.932 1.816 -2.356
Sb -0.110 1.247 -0.447
C 0.587 3.233 0.004
C -1.967 1.556 0.664
C -3.088 0.634 0.362
C -4.086 1.093 -0.498
C -5.227 0.361 -0.756
C -5.405 -0.862 -0.136
C -4.419 -1.344 0.702
C -3.246 -0.633 0.951
C -2.240 -1.246 1.844
Sb -1.204 -3.025 1.038
C -1.447 -2.570 -1.049
C -2.836 -4.454 0.981
H -1.385 2.802 -2.285
H -1.683 1.094 -2.662
H -0.140 1.839 -3.099
H -0.234 3.941 -0.075
H 1.365 3.516 -0.696
H 0.995 3.268 1.009
H -2.270 2.576 0.428
H -1.680 1.524 1.714
H -3.969 2.066 -0.952
H -5.986 0.758 -1.414
H -6.307 -1.432 -0.300
H -4.565 -2.287 1.209
H -2.706 -1.593 2.767
H -1.444 -0.551 2.112
H -2.467 -2.252 -1.249
H -1.234 -3.473 -1.616
H -0.758 -1.789 -1.362
H -3.544 -4.172 0.205
H -3.338 -4.517 1.942
H -2.418 -5.428 0.742
S 3.901 -3.180 1.397
C 4.620 -1.755 0.929
N 3.978 -0.696 0.498
C 4.819 0.326 0.186
C 4.423 1.569 -0.299
C 5.384 2.520 -0.570
C 6.734 2.259 -0.364
C 7.152 1.030 0.118
C 6.194 0.070 0.385
S 6.392 -1.552 0.986
H 3.370 1.765 -0.457
H 5.082 3.486 -0.948
H 7.462 3.024 -0.581
H 8.198 0.823 0.283

The calculation puts the HOMO energy at -6.9 eV. The value obtained for the total energy is -72653.295 eV. As for the gap between HOMO and LUMO: 6.81 eV. The calculation puts the largest force on an atom at 0.0264 hartree/bohr.

***

Here is a 2-piece molecular cluster, C2H2ClO3P overall in a non-equilibrium geometry from the OMol25 dataset. Energies are from ωB97M-V/def2-TZVPD.

Geometry (Å):
C -1.773 -0.395 -0.515
C -0.646 -0.646 0.093
O -2.878 -0.241 -0.870
O 0.560 -0.077 0.129
O 3.060 1.053 -1.202
P 3.407 0.638 0.136
Cl 4.093 -1.397 0.160
H 0.548 0.382 -0.751
H -0.686 -1.405 0.834

The calculation puts the HOMO energy at -8.7 eV. The value obtained for the total energy is -30058.727 eV. The structure (SMILES) is O=C=CO.O=PCl. As for the gap between HOMO and LUMO: 7.61 eV. The calculation puts the largest force on an atom at 0.0741 hartree/bohr.

***

Here is one molecule with the formula CH3NO3S in a non-equilibrium geometry from the OMol25 dataset. Energies are from ωB97M-V/def2-TZVPD.

Geometry (Å):
C -1.522 -0.569 0.838
N 0.467 0.403 -0.248
O -4.030 -0.883 -0.062
O -3.090 1.340 -0.077
O -0.480 0.531 0.847
S -2.907 -0.042 -0.044
H -1.034 -1.456 0.362
H 1.406 0.848 0.081
H 0.138 1.049 -0.874

The calculation puts the HOMO energy (alpha / beta) at -10.0 / -10.0 eV. The value obtained for the total energy is -19548.012 eV. The structure (SMILES) is NOC=S(=O)=O. As for the gap between HOMO and LUMO (alpha / beta): 8.76 / 8.76 eV. The calculation puts the largest force on an atom at 0.0861 hartree/bohr.